Run i
DFT (wB97M-V/def2-TZVPD) results for a cluster of 12 separate species, C30H84N2O12 in total.

The calculation puts the HOMO-LUMO gap at 8.97 eV. The SMILES is NC(N)=O.CC(C)O.CC(C)O.CC(C)O.CC(C)O.CC(C)O.CC(C)O.CC(C)O.CC(C)O.CC(C)O.CO.CO. As for the spin multiplicity: 1. As for the charge: 0.

Last column: Löwdin charge in e.
CARTESIAN COORDINATES (ANGSTROEM)
C (0.97466, 3.25219, 3.99943)  -0.16
O (1.20166, 2.17719, 3.13043)  -0.15
H (1.62266, 3.25419, 4.85343)  0.07
H (0.05166, 3.10919, 4.54643)  0.07
H (1.02466, 4.22819, 3.49743)  0.08
H (1.50666, 1.43119, 3.70443)  0.05
C (0.90466, -3.82981, 1.96943)  -0.16
O (0.28066, -3.79481, 3.20743)  -0.11
H (0.64366, -4.75481, 1.29943)  0.12
H (1.94866, -3.84981, 2.23143)  0.07
H (0.70166, -2.93481, 1.40243)  0.05
H (0.01566, -4.65481, 3.49043)  0.07
C (-0.02834, 0.26719, -0.06757)  -0.58
O (0.19066, -1.09681, 0.15343)  -0.12
N (0.29366, 1.22119, 0.67343)  0.22
N (-0.54834, 0.67919, -1.20957)  0.18
H (0.57566, 0.96519, 1.58243)  0.07
H (0.07666, 2.19019, 0.50043)  0.06
H (-0.70734, -0.00581, -1.94257)  0.09
H (-0.53334, 1.71119, -1.33757)  0.10
C (-1.14734, 4.04919, 1.16843)  -0.02
C (-0.41034, 4.34019, -0.12657)  -0.60
C (1.09366, 4.39219, 0.12243)  -0.02
O (-0.70834, 3.56419, -1.06757)  0.00
H (-2.26134, 4.21219, 1.11643)  0.09
H (-0.83234, 4.62219, 2.02943)  0.08
H (-1.08634, 3.00019, 1.40343)  0.05
H (-0.69734, 5.30019, -0.42357)  0.13
H (1.56066, 3.42719, 0.30743)  0.07
H (1.13066, 4.90619, 1.06743)  0.07
H (1.68766, 4.98219, -0.59857)  0.10
H (-1.63834, 3.55019, -1.28357)  0.13
C (-1.91134, 0.51719, -4.87057)  0.00
C (-2.61634, -0.54181, -3.97257)  -0.57
C (-3.14934, -1.74381, -4.77857)  0.00
O (-1.87134, -1.03681, -3.09457)  -0.07
H (-1.04534, 0.11719, -5.36457)  0.06
H (-1.44234, 1.21319, -4.21357)  0.04
H (-2.53534, 1.04919, -5.61457)  0.10
H (-3.37834, -0.02881, -3.31257)  0.15
H (-4.07934, -1.51681, -5.12857)  0.04
H (-3.28234, -2.62281, -4.11257)  0.09
H (-2.56334, -1.96381, -5.61457)  0.07
H (-2.45534, -1.61181, -2.54357)  0.07
C (2.48266, -0.65581, 3.37543)  -0.01
C (2.12666, -0.56981, 4.90543)  -0.59
C (3.34566, -1.07981, 5.64843)  -0.04
O (1.76166, 0.54919, 5.38143)  0.00
H (3.08766, -1.53581, 3.28843)  0.07
H (3.05666, 0.20919, 3.10843)  0.08
H (1.66766, -0.64781, 2.73043)  0.04
H (1.33466, -1.27781, 5.09143)  0.12
H (4.01366, -0.29481, 5.94743)  0.07
H (3.87266, -1.93681, 5.08543)  0.11
H (3.05466, -1.48281, 6.62943)  0.08
H (1.03866, 0.31919, 6.01343)  0.13
C (2.35666, 2.68319, -2.54757)  0.04
C (1.26066, 2.37319, -3.65257)  -0.63
C (1.63166, 2.48919, -5.10757)  -0.01
O (0.95866, 1.23219, -3.46457)  0.00
H (3.13866, 2.03819, -2.46957)  0.04
H (1.82666, 2.77219, -1.59557)  0.05
H (2.73266, 3.66019, -2.56457)  0.06
H (0.30166, 2.87919, -3.55057)  0.14
H (0.95266, 1.95019, -5.76957)  0.08
H (2.63966, 2.02019, -5.18057)  0.10
H (1.76866, 3.52419, -5.42357)  0.08
H (0.47566, 1.11519, -2.71257)  0.01
C (-1.46634, -0.12981, 3.04543)  -0.02
C (-1.31534, -1.13781, 4.15243)  -0.64
C (-1.45334, -0.30681, 5.44543)  -0.03
O (-2.20134, -1.97581, 4.16343)  0.07
H (-2.48234, 0.05319, 2.80543)  0.07
H (-1.05534, -0.50381, 2.11343)  0.05
H (-0.92334, 0.78119, 3.28243)  0.07
H (-0.38534, -1.55781, 4.05743)  0.09
H (-0.85734, 0.60119, 5.48143)  0.05
H (-1.30234, -0.95981, 6.36543)  0.10
H (-2.45434, -0.00581, 5.68343)  0.07
H (-1.84934, -2.84681, 4.12543)  0.10
C (-4.01934, 1.99319, 0.81143)  -0.04
C (-4.03534, 1.24319, -0.49157)  -0.64
C (-3.73334, -0.26781, -0.24357)  -0.01
O (-5.17534, 1.26119, -0.97757)  0.03
H (-4.23234, 3.05819, 0.70043)  0.08
H (-3.02634, 1.84819, 1.22243)  0.06
H (-4.72834, 1.59519, 1.47543)  0.08
H (-3.34934, 1.66319, -1.24757)  0.13
H (-3.64234, -0.70681, -1.18657)  0.03
H (-4.52534, -0.76581, 0.32543)  0.09
H (-2.81234, -0.41681, 0.39843)  0.08
H (-5.41034, 2.19419, -1.03257)  0.13
C (-2.03734, -3.43081, -1.21457)  -0.02
C (-2.17634, -4.20181, 0.10243)  -0.63
C (-2.89834, -3.29381, 1.10943)  -0.02
O (-2.66834, -5.33181, 0.01243)  0.06
H (-1.68434, -2.45581, -0.92657)  0.04
H (-2.93434, -3.22281, -1.87257)  0.09
H (-1.24434, -3.88481, -1.83157)  0.10
H (-1.18534, -4.33481, 0.45543)  0.09
H (-3.12134, -3.80181, 2.07443)  0.08
H (-3.91234, -2.99781, 0.72743)  0.10
H (-2.34534, -2.50181, 1.52643)  0.04
H (-2.50434, -5.77381, 0.83043)  0.11
C (3.35566, -1.39181, 0.10543)  -0.01
C (3.61766, -0.13381, -0.61257)  -0.67
C (3.93766, 1.00019, 0.28743)  -0.04
O (4.47966, -0.03581, -1.50257)  0.06
H (4.25566, -1.69181, 0.50143)  0.06
H (2.97866, -2.18281, -0.56257)  0.09
H (2.65566, -1.41381, 0.94243)  0.05
H (2.73366, 0.29319, -0.96257)  0.10
H (4.24566, 1.92019, -0.23757)  0.10
H (4.68766, 0.85819, 1.02443)  0.07
H (3.12766, 1.16819, 0.95043)  0.04
H (4.03466, -0.10181, -2.29557)  0.03
C (1.30666, -2.02381, -3.05857)  -0.03
C (2.53866, -1.79181, -3.85857)  -0.63
C (2.05166, -1.58681, -5.32057)  -0.02
O (3.26166, -0.82581, -3.67657)  0.03
H (1.17766, -3.09381, -3.03157)  0.09
H (0.40166, -1.61881, -3.52157)  0.06
H (1.29266, -1.47581, -2.13657)  0.06
H (3.12866, -2.62481, -3.61957)  0.14
H (2.89966, -1.44481, -5.95157)  0.07
H (1.33266, -0.73481, -5.51457)  0.09
H (1.55666, -2.50181, -5.55157)  0.07
H (2.64566, -0.11881, -3.81057)  0.09

---

Run ii
DFT (wB97M-V/def2-TZVPD) results for a cluster of 12 separate species, C30H84N2O12 in total.

The calculation puts the HOMO-LUMO gap at 8.66 eV. The SMILES is NC(N)=O.CC(C)O.CC(C)O.CC(C)O.CC(C)O.CC(C)O.CC(C)O.CC(C)O.CC(C)O.CC(C)O.CO.CO. As for the spin multiplicity: 1. As for the charge: 0.

Last column: Löwdin charge in e.
CARTESIAN COORDINATES (ANGSTROEM)
C (-3.92061, -0.08303, 1.38685)  -0.15
O (-3.89467, 0.36051, 0.07706)  -0.15
H (-3.77829, 0.78296, 2.06854)  0.08
H (-3.15582, -0.74257, 1.53769)  0.03
H (-4.86671, -0.61490, 1.62093)  0.10
H (-4.69957, 0.91292, -0.05659)  0.11
C (-3.52941, -0.32620, -3.84468)  -0.15
O (-3.12281, 0.00634, -2.53447)  -0.13
H (-4.63035, -0.28033, -3.89319)  0.09
H (-3.27209, -1.37843, -4.11884)  0.08
H (-3.16289, 0.36915, -4.53621)  0.05
H (-3.64318, 0.80098, -2.34794)  0.06
C (0.03200, -0.05395, -0.16646)  -0.61
O (1.26417, 0.42249, 0.24311)  -0.10
N (-0.25413, -1.26235, -0.47973)  0.22
N (-0.94415, 0.76860, -0.26360)  0.20
H (0.55026, -1.92125, -0.73960)  0.11
H (-1.19787, -1.64470, -0.64246)  0.09
H (-0.83961, 1.74111, -0.16279)  0.05
H (-1.90518, 0.48038, -0.46837)  0.09
C (-0.42988, -2.88586, 2.29535)  -0.01
C (-0.45839, -4.31670, 1.73519)  -0.68
C (0.68897, -5.19699, 2.10702)  -0.01
O (-1.48784, -4.95009, 1.95852)  0.05
H (-1.24140, -2.24072, 1.98477)  0.06
H (0.55073, -2.49254, 2.04241)  0.08
H (-0.52871, -2.96956, 3.31313)  0.05
H (-0.40875, -4.22739, 0.66217)  0.11
H (0.63989, -5.21431, 3.20498)  0.10
H (1.52023, -4.61331, 1.81754)  0.05
H (0.68645, -6.16908, 1.69922)  0.08
H (-2.21165, -4.52440, 1.50858)  0.10
C (-3.38328, -3.75906, -2.91921)  -0.07
C (-2.28300, -3.61209, -1.95504)  -0.61
C (-2.98747, -3.06805, -0.64841)  -0.03
O (-1.79281, -4.71894, -1.62625)  0.03
H (-4.08794, -4.57922, -2.66279)  0.11
H (-3.03157, -3.88521, -3.90705)  0.07
H (-4.01309, -2.86579, -2.91719)  0.06
H (-1.54397, -2.90450, -2.41528)  0.15
H (-3.74611, -3.79203, -0.23708)  0.12
H (-3.66342, -2.19391, -0.85842)  0.08
H (-2.42233, -2.68063, 0.14315)  0.01
H (-0.98114, -4.87293, -2.14806)  0.12
C (-0.30418, -0.08851, -5.31275)  -0.04
C (0.11391, -0.19161, -3.88871)  -0.65
C (1.46133, -0.92994, -3.72397)  0.00
O (0.29788, 0.92983, -3.37246)  0.01
H (0.36297, 0.53429, -5.84850)  0.07
H (-1.26472, 0.50506, -5.35024)  0.09
H (-0.36098, -1.01972, -5.84723)  0.08
H (-0.77018, -0.69618, -3.34028)  0.14
H (2.21348, -0.22787, -4.03614)  0.09
H (1.42735, -1.80750, -4.36155)  0.08
H (1.60375, -1.16145, -2.68268)  0.04
H (-0.05578, 0.85836, -2.46835)  0.09
C (0.02946, -0.22380, 4.73926)  -0.02
C (-0.21304, 1.33941, 4.57985)  -0.53
C (-1.01660, 1.58867, 3.26156)  -0.03
O (-0.85221, 1.81914, 5.57816)  0.00
H (-0.78820, -0.81422, 5.09323)  0.07
H (0.73332, -0.43783, 5.46935)  0.04
H (0.33199, -0.65328, 3.81747)  0.04
H (0.73558, 1.94257, 4.54967)  0.13
H (-1.59517, 2.53829, 3.20118)  0.08
H (-1.59884, 0.68989, 3.10020)  0.06
H (-0.35726, 1.65629, 2.37650)  0.06
H (-1.70514, 1.41407, 5.72941)  0.11
C (3.84302, 2.30243, 4.90923)  -0.05
C (3.42310, 0.85473, 4.56157)  -0.63
C (2.89997, 0.91267, 3.07198)  -0.03
O (4.28584, -0.00987, 4.73118)  0.05
H (2.98578, 2.85485, 5.36125)  0.08
H (4.32892, 2.90467, 4.09940)  0.08
H (4.61022, 2.21818, 5.67582)  0.07
H (2.66203, 0.72519, 5.29178)  0.10
H (2.45542, -0.02477, 2.78082)  0.05
H (3.66732, 1.11600, 2.29902)  0.08
H (2.13674, 1.71585, 2.89045)  0.08
H (4.60048, -0.39330, 3.89680)  0.13
C (-2.77127, 3.16594, 1.01025)  -0.04
C (-3.68844, 3.66995, -0.13511)  -0.57
C (-3.61867, 5.14960, -0.38244)  -0.05
O (-3.29711, 3.14048, -1.24561)  -0.01
H (-3.38226, 2.97091, 1.94498)  0.09
H (-1.98632, 3.91983, 1.18476)  0.08
H (-2.25777, 2.25786, 0.98228)  0.00
H (-4.78330, 3.43566, 0.17296)  0.16
H (-3.75299, 5.67368, 0.51188)  0.06
H (-4.32379, 5.53436, -1.15896)  0.11
H (-2.63801, 5.46342, -0.66078)  0.06
H (-4.10577, 2.76892, -1.58141)  0.10
C (-0.00892, 3.73836, -1.47974)  -0.03
C (0.77456, 4.12346, -0.27087)  -0.66
C (0.39930, 5.51926, 0.14198)  -0.03
O (0.62687, 3.35574, 0.69363)  0.01
H (0.20255, 4.28943, -2.39773)  0.10
H (-1.02577, 4.09196, -1.33223)  0.06
H (0.10733, 2.68273, -1.75250)  0.06
H (1.83050, 4.05609, -0.57230)  0.13
H (1.05677, 5.98599, 0.83812)  0.07
H (-0.58635, 5.57441, 0.64211)  0.07
H (0.25846, 6.14786, -0.75874)  0.09
H (0.68090, 2.41149, 0.50620)  0.06
C (2.94606, -2.34529, -0.47415)  -0.01
C (2.40302, -3.42504, -1.43909)  -0.67
C (3.02076, -4.70081, -0.97822)  -0.03
O (1.19505, -3.52136, -1.54944)  -0.01
H (2.75244, -1.31785, -0.90720)  0.06
H (3.95554, -2.60961, -0.31565)  0.07
H (2.44526, -2.45398, 0.46056)  0.07
H (2.72801, -3.07952, -2.41422)  0.13
H (4.05154, -4.54360, -1.01080)  0.06
H (2.91504, -5.52603, -1.66547)  0.09
H (2.69590, -5.03212, 0.01716)  0.09
H (0.96867, -4.43990, -1.84520)  0.14
C (4.79616, 0.67433, -0.61924)  -0.03
C (4.09540, 0.87435, -1.93519)  -0.69
C (3.12693, 2.06656, -1.80744)  -0.02
O (4.88153, 1.05230, -2.83645)  0.05
H (5.60802, 0.02721, -0.86836)  0.08
H (4.03184, 0.25157, 0.02165)  0.06
H (5.15669, 1.59793, -0.22395)  0.08
H (3.58166, -0.04077, -2.22354)  0.11
H (2.59308, 2.20549, -0.89200)  0.04
H (2.42379, 2.08419, -2.67034)  0.09
H (3.68831, 2.99260, -1.84818)  0.08
H (5.48862, 1.73690, -2.56475)  0.12

---

Taking the most stable structure as the zero point, the relative energies in eV are run i 1.977; run ii 0.000.